Computed, not measured: a molecular structure, C17H19IrNO4 in a non-equilibrium geometry, with the ωB97M-V functional and the def2-TZVPD basis.

As for the multiplicity: 2. Its expectation value of S² is 0.83. As for the net charge: +2. Its HOMO energy (spin up / spin down) is -15.6 / -15.6 eV. As for the HOMO-LUMO gap (spin up / spin down): 5.402 / 5.291 eV.

The geometry in XYZ format:
```
42
Properties=species:S:1:pos:R:3:mulliken_spin:R:1
Ir -0.50 0.65 -0.55 0.595
C 0.72 2.03 -2.03 -0.073
C 1.83 1.11 -2.09 0.097
C 1.35 -0.13 -2.58 0.126
C -0.06 0.00 -2.87 -0.015
C -0.45 1.36 -2.56 0.282
C -1.70 2.06 -2.98 -0.043
C -0.89 -1.03 -3.51 0.004
C 2.17 -1.33 -2.82 0.000
C 3.24 1.40 -1.77 -0.004
C 0.81 3.48 -1.75 -0.001
H -1.46 2.82 -3.73 0.025
H -2.18 2.59 -2.15 0.017
H -2.43 1.37 -3.40 0.000
H -0.60 -1.13 -4.57 -0.005
H -1.95 -0.79 -3.48 -0.001
H -0.73 -2.01 -3.06 -0.003
H 2.66 -1.24 -3.80 0.017
H 1.58 -2.24 -2.84 0.004
H 2.97 -1.41 -2.08 0.004
H 3.88 1.10 -2.61 0.007
H 3.57 0.79 -0.92 0.010
H 3.41 2.44 -1.54 0.001
H -0.13 3.88 -1.35 -0.001
H 1.01 4.02 -2.68 -0.002
H 1.62 3.72 -1.06 -0.001
O -1.57 0.13 1.15 -0.012
C -0.59 -0.53 1.66 -0.003
O 0.46 -0.56 0.93 -0.023
C -0.68 -1.17 2.96 -0.004
C 0.37 -1.96 3.44 -0.002
C 0.27 -2.53 4.69 0.000
C -0.86 -2.32 5.47 0.000
C -1.88 -1.54 4.98 0.001
C -1.83 -0.96 3.73 0.005
N -3.10 -1.29 5.82 0.000
O -3.13 -1.85 6.89 0.000
O -3.93 -0.55 5.35 0.000
H 1.24 -2.12 2.82 -0.001
H 1.07 -3.15 5.06 0.000
H -0.94 -2.76 6.46 0.000
H -2.64 -0.35 3.36 -0.001
```

Computed, not measured: a molecular structure, C16H12BrN7O6S2V, with the ωB97M-V functional and the def2-TZVPD basis.

As for the multiplicity: 3. Its expectation value of S² is 2.05. As for the net charge: +1. Its HOMO energy (spin up / spin down) is -11.3 / -11.3 eV. As for the HOMO-LUMO gap (spin up / spin down): 5.621 / 5.586 eV.

The geometry in XYZ format:
```
45
Properties=species:S:1:pos:R:3:mulliken_spin:R:1
V -0.97 -1.00 0.61 1.185
N 3.97 4.46 1.94 -0.001
C 3.42 3.30 1.51 -0.001
C 4.17 2.41 0.71 0.000
C 3.62 1.23 0.28 -0.002
C 2.30 0.93 0.63 -0.007
C 1.54 1.80 1.42 0.009
C 2.10 2.97 1.86 0.004
S 1.65 -0.55 0.07 0.004
O 0.36 -0.30 -0.69 -0.008
O 2.61 -1.32 -0.63 -0.002
N 0.95 -1.32 1.35 -0.051
C 0.90 -2.70 1.07 0.015
N -0.21 -2.97 0.35 -0.033
C -0.45 -4.23 0.01 0.008
C 0.44 -5.22 0.37 -0.002
C 1.55 -4.83 1.11 0.002
N 1.78 -3.57 1.48 0.000
H 4.90 4.72 1.67 0.000
H 3.44 5.12 2.47 0.000
H 5.19 2.66 0.45 0.000
H 4.19 0.54 -0.33 0.000
H 0.52 1.57 1.68 0.001
H 1.52 3.65 2.46 0.000
H -1.36 -4.43 -0.56 0.002
H 0.28 -6.25 0.09 0.000
H 2.29 -5.56 1.43 0.000
O -1.85 -1.52 3.57 0.169
N -1.74 -1.45 2.38 0.016
O -4.61 -2.82 0.40 0.346
S -4.07 -2.51 1.72 0.466
N -2.55 -1.86 1.45 -0.135
Br -4.89 -0.70 -4.14 0.000
C -3.75 0.66 -3.51 0.003
C -3.46 1.76 -4.31 0.000
N -2.67 2.75 -3.91 0.000
C -2.13 2.68 -2.70 0.000
C -2.35 1.61 -1.84 0.001
C -3.19 0.58 -2.25 0.007
C -1.69 1.62 -0.52 0.010
O -1.05 2.53 -0.07 -0.001
O -1.88 0.47 0.22 0.002
H -3.89 1.85 -5.30 0.000
H -1.48 3.49 -2.40 0.000
H -3.41 -0.26 -1.61 -0.010
```

Computed, not measured: 13 unconnected molecules or ions with the total composition H26O13 in a non-equilibrium geometry, with the ωB97M-V functional and the def2-TZVPD basis.

As for the multiplicity: 1. The value obtained for the energy above the lowest of the compared OMol25 structures with the same formula, charge and spin is 3.131 eV. Its HOMO energy is -10.9 eV. As for the HOMO-LUMO gap: 10.636 eV.

The geometry in XYZ format:
```
39
Properties=species:S:1:pos:R:3:lowdin_charge:R:1
H 0.32 -0.33 0.25 0.045
H -0.59 -0.26 -0.96 0.029
H 4.37 3.50 -0.45 0.047
H 3.70 2.14 -0.33 0.031
H -2.41 0.23 1.69 -0.003
H -3.40 0.09 0.54 0.034
H -1.09 4.53 1.21 0.039
H -1.73 3.24 1.70 0.003
H -0.01 -3.24 -3.74 0.030
H 0.34 -1.83 -4.18 -0.008
H 0.58 0.17 -2.59 0.026
H -0.11 0.42 -3.92 0.056
H 2.38 0.50 2.10 0.005
H 2.70 1.78 1.35 0.003
H -1.27 0.59 3.84 0.049
H -1.69 2.03 3.59 0.041
H -0.28 2.34 -1.98 0.022
H 0.65 2.85 -3.08 0.037
H 2.35 -4.10 0.78 0.041
H 3.30 -3.41 1.74 0.016
H 3.44 -2.20 3.23 0.024
H 3.12 -0.73 3.01 0.009
H -3.54 0.41 -3.01 0.042
H -3.21 -1.06 -2.82 0.042
H -3.63 -2.95 0.86 0.010
H -3.04 -4.34 1.07 0.031
O 0.14 0.20 -0.53 -0.056
O 4.26 2.76 0.16 -0.044
O -3.12 -0.34 1.35 -0.054
O -1.64 3.79 0.91 -0.050
O -0.05 -2.65 -4.50 -0.070
O -0.22 -0.04 -3.08 -0.082
O 2.43 1.46 2.21 -0.034
O -1.05 1.36 3.31 -0.046
O -0.28 2.70 -2.88 -0.053
O 2.44 -3.83 1.70 -0.060
O 3.85 -1.36 3.01 -0.038
O -3.08 -0.19 -2.42 -0.053
O -3.84 -3.89 0.77 -0.063
```

Q: Among the records above, which one has the highest multiplicity?
A: C16H12BrN7O6S2V